--- P ---
The following is a DFT calculation (ωB97M-V/def2-TZVPD) of a 2-piece molecular cluster, C6H14N5 overall.

Geometry as ORCA input:
```
! RIJCOSX wB97M-V def2-TZVPD def2/J DEFGRID3
* xyz 1 1
C 1.4158 1.9469 -0.9860
C -1.0309 2.1139 -0.7755
N 0.1044 2.1131 -1.5269
N -0.9100 1.7355 0.4930
N -2.2237 2.4760 -1.3076
H 0.0720 2.4554 -2.4837
H -0.0113 1.6395 0.9250
H -1.7176 1.2444 0.8362
H -2.2300 3.0893 -2.1228
H -2.9082 2.8579 -0.6730
H 1.9412 2.9179 -0.8666
H 2.0253 1.3537 -1.7058
H 1.4323 1.2141 -0.1900
C -1.5447 -2.3534 0.1603
C 0.6178 -2.6334 1.6921
C -0.1750 -2.0721 0.7222
C 1.6772 -1.0233 0.5054
N 1.8395 -1.9709 1.5376
N 0.5810 -1.2721 -0.1540
H 0.4097 -3.4354 2.3643
H 2.8116 -2.1945 1.7348
H -2.2052 -2.5805 0.9940
H -1.4485 -3.2156 -0.4994
H 2.6529 -0.6665 0.1942
H -1.7552 -1.4990 -0.4847
*
```

=====

--- Q ---
The following is a DFT calculation (ωB97M-V/def2-TZVPD) of a 2-piece molecular cluster, C6H14N5 overall.

Geometry as ORCA input:
```
! RIJCOSX wB97M-V def2-TZVPD def2/J DEFGRID3
* xyz 1 1
C 0.7840 0.6986 -2.3314
C -0.8812 2.1942 -1.3728
N -0.3801 1.5764 -2.4382
N -0.5501 1.8320 -0.1480
N -1.6811 3.2523 -1.5876
H -0.8718 1.6551 -3.3117
H -0.3385 0.8925 0.1696
H -0.9599 2.3246 0.6437
H -1.4782 3.7693 -2.4234
H -2.2083 3.6498 -0.8341
H 0.5182 -0.3471 -2.4969
H 1.2851 0.8301 -1.3952
H 1.4316 0.9604 -3.1317
C -1.5305 -1.1429 1.6692
C 0.4085 -2.8349 1.3978
C -0.1259 -1.6103 1.6485
C 1.9902 -1.3200 1.3577
N 1.7469 -2.6487 1.2248
N 0.8774 -0.6549 1.5186
H 0.1049 -3.8743 1.3625
H 2.4958 -3.3048 1.0968
H -2.1947 -1.5755 0.9112
H -1.7115 -0.0782 1.5256
H 2.9291 -0.8594 1.5741
H -2.0504 -1.4432 2.5811
*
```

=====

Winner for stability: Q

=====

--- P ---
The following is a DFT calculation (ωB97M-V/def2-TZVPD) of an isolated ion of composition C5HF2IN and charge +1.

**SMILES string**: Fc1c#[n+]cc(F)c1I

Geometry as ORCA input:
```
! RIJCOSX wB97M-V def2-TZVPD def2/J DEFGRID3
* xyz 1 1
F -0.4232 0.9684 2.5928
C -0.3223 0.3418 1.4693
C -0.7261 -0.9069 1.1229
N -0.7130 -1.5974 0.1298
C -0.1956 -1.2316 -1.0390
C 0.3249 0.0495 -1.0004
F 0.8587 0.6257 -2.0355
C 0.2797 0.8715 0.3012
I 1.1335 2.7596 0.3604
H -0.2166 -1.8807 -1.9014
*
```

=====

--- Q ---
The following is a DFT calculation (ωB97M-V/def2-TZVPD) of an isolated ion of composition C5HF2IN and charge +1.

Geometry as ORCA input:
```
! RIJCOSX wB97M-V def2-TZVPD def2/J DEFGRID3
* xyz 1 1
C 0.0646 -0.9691 0.0374
C -1.5642 0.4920 0.0165
C 0.7762 -2.0285 0.0021
C -0.3444 1.2711 -0.0083
C 0.7212 0.4122 0.0059
N -1.3006 -0.7600 0.0620
F 1.7585 -2.7832 -0.0598
F -0.2549 2.5664 -0.0422
I 2.7131 0.9215 -0.0008
H -2.5693 0.8776 -0.0127
*
```

=====

Winner for stability: P

=====

--- P ---
The following is a DFT calculation (ωB97M-V/def2-TZVPD) of one molecule with the formula C2H6ClIN2.

**SMILES string**: CCN(Cl)NI

Geometry as ORCA input:
```
! RIJCOSX wB97M-V def2-TZVPD def2/J DEFGRID3
* xyz 0 1
C -1.1795 0.5114 -0.8557
C -0.7770 -0.1436 0.5446
N 0.4644 -0.8449 0.6569
Cl 0.6999 -1.9308 -0.8155
N 1.7080 0.3747 0.6732
I 3.2947 0.1716 -0.5297
H -2.2561 0.3712 -1.0175
H -1.1049 1.6762 -0.7975
H -0.6588 0.0347 -1.6945
H -0.8184 0.4797 1.4075
H -1.3771 -1.0447 0.7634
H 2.0047 0.3445 1.6647
*
```

=====

--- Q ---
The following is a DFT calculation (ωB97M-V/def2-TZVPD) of C2H6ClIN2 as an isolated structure.

Geometry as ORCA input:
```
! RIJCOSX wB97M-V def2-TZVPD def2/J DEFGRID3
* xyz 0 1
C -1.2716 0.7391 0.4725
C -0.2598 0.5127 -0.7975
N 0.9742 -1.9123 -0.1467
N 1.2288 0.3269 -0.5703
Cl 1.9170 0.8575 0.8224
I 1.1347 -2.0262 1.7560
H -0.7871 1.0711 1.4138
H -1.7961 1.7039 0.1743
H -1.8767 -0.2351 0.4485
H -0.6478 -0.3636 -1.4387
H -0.3250 1.4548 -1.3295
H 1.7094 -2.1289 -0.8050
*
```

=====

Winner for stability: P

=====

--- P ---
The following is a DFT calculation (ωB97M-V/def2-TZVPD) of a 2-piece molecular cluster, C2H8N2S2 overall.

Geometry as ORCA input:
```
! RIJCOSX wB97M-V def2-TZVPD def2/J DEFGRID3
* xyz -1 2
C 4.0638 -0.3500 -0.9429
S 3.5511 -1.2648 0.5128
S 1.7193 -1.7608 0.0282
H 3.5368 -0.9371 -1.6869
H 5.1972 -0.3186 -0.9002
H 3.6158 0.6787 -1.0987
H 1.0035 -0.6311 0.1059
N -3.9566 0.4587 1.3075
C -3.2805 0.6012 0.1719
N -2.7653 1.6255 -0.3801
H -4.0196 1.2014 2.0371
H -3.9733 -0.4955 1.6492
H -2.8964 -0.2910 -0.1979
H -1.7959 1.4833 -0.6058
*
```

=====

--- Q ---
The following is a DFT calculation (ωB97M-V/def2-TZVPD) of a 2-piece molecular cluster, C2H8N2S2 overall.

Geometry as ORCA input:
```
! RIJCOSX wB97M-V def2-TZVPD def2/J DEFGRID3
* xyz -1 2
C -0.9970 -1.5804 -1.3735
S -2.1886 -0.4355 -0.6198
S -1.8749 1.2517 -1.8292
H 0.0487 -1.2238 -1.1060
H -1.0750 -2.6164 -0.9959
H -1.1280 -1.4853 -2.4966
H -0.6415 1.4983 -1.3855
N 0.5058 -0.0748 1.8874
C 1.1150 0.8499 1.0612
N 2.3471 1.1179 1.1051
H 1.2178 -0.6756 2.2695
H -0.1465 0.3427 2.6249
H 0.2211 1.5046 0.6732
H 2.5960 1.5267 0.1854
*
```

=====

Winner for stability: Q

=====

--- P ---
The following is a DFT calculation (ωB97M-V/def2-TZVPD) of one molecule with the formula C2H7N5O.

**SMILES string**: [H]/N=C/NNC(=O)NN

Geometry as ORCA input:
```
! RIJCOSX wB97M-V def2-TZVPD def2/J DEFGRID3
* xyz 0 1
H 1.1929 -0.5997 3.0548
N 0.5870 -0.2980 2.3287
C 1.4870 0.2461 1.5146
N 1.0473 0.6483 0.2385
N -0.1297 1.3541 0.0858
C -1.0483 0.7181 -0.7340
O -2.2139 1.1656 -0.9685
N -0.4017 -0.3050 -1.5050
N -1.2071 -1.6522 -1.6508
H 2.4570 -0.1419 1.4326
H 1.7071 1.0860 -0.6780
H -0.2771 1.6906 1.0154
H 0.4111 -0.7683 -0.7763
H -1.8672 -1.5051 -0.7349
H -1.7443 -1.6387 -2.6230
*
```

=====

--- Q ---
The following is a DFT calculation (ωB97M-V/def2-TZVPD) of one molecule with the formula C2H7N5O.

**SMILES string**: [H]/N=C(\N)NNC(N)=O

Geometry as ORCA input:
```
! RIJCOSX wB97M-V def2-TZVPD def2/J DEFGRID3
* xyz 0 1
H -1.1541 -2.4414 1.3664
N -0.8061 -1.5236 1.1151
C 0.0039 -1.5189 0.1369
N 0.3491 -2.5744 -0.6833
N 0.6538 -0.3408 -0.2111
N 0.2630 0.8452 0.4475
C -0.3362 1.8374 -0.3908
N -0.0355 3.0171 0.2015
O -0.6671 1.6569 -1.5404
H 1.1953 -2.4833 -1.2211
H 0.1556 -3.4999 -0.3382
H 0.7077 -0.1692 -1.2113
H -0.2095 0.6091 1.3201
H -0.4924 3.8467 -0.1392
H 0.3727 2.7392 1.1480
*
```

=====

Winner for stability: Q